ORCA calculation (wB97M-V/def2-TZVPD) on the molecule C5H9ClS2.

Calculated values
Spin multiplicity: 1
Energy relative to the best compared isomer or geometry (same formula, charge and spin) (kJ/mol): 206.2
SMILES string: CS[C@H](C)S/C=C/Cl

Cartesian coordinates (Å):
1 C 0.550 -3.713 1.520
2 S 1.392 -2.128 1.625
3 C 0.234 -1.058 0.696
4 C -0.056 -1.808 -0.614
5 S 0.704 0.738 0.506
6 C -0.642 1.579 -0.235
7 C -0.573 2.011 -1.474
8 Cl -1.718 3.283 -2.070
9 H 1.228 -4.207 2.219
10 H -0.512 -3.790 1.745
11 H 0.576 -4.238 0.613
12 H -0.762 -0.974 1.236
13 H 0.905 -2.213 -1.120
14 H -0.656 -2.667 -0.227
15 H -0.842 -1.289 -1.230
16 H -1.551 1.891 0.602
17 H 0.213 1.856 -2.096

Here are the natural (NBO) charges for atoms 1 to 8, given in e:
1. C -0.755
2. S 0.240
3. C -0.471
4. C -0.648
5. S 0.238
6. C -0.408
7. C -0.143
8. Cl -0.051